Entry 1:
C3H7NO2 in the gas phase. Source: the Open Molecules 2025 dataset; level of theory: the ωB97M-V functional and the def2-TZVPD basis.

```
13
Properties=species:S:1:pos:R:3:lowdin_charge:R:1
N 1.3657 0.3826 -0.1232 0.03
C 0.2278 -0.5807 0.3293 -0.19
C 0.1193 -1.5711 -0.7282 -0.25
O -0.9273 -2.0450 -1.1264 0.07
C -1.0725 0.4699 0.2162 -0.23
O -0.8180 1.6636 0.7279 0.01
H 1.6873 0.8531 0.7381 0.09
H 1.1725 0.8752 -0.9184 0.03
H 0.5696 -0.8105 1.3143 0.14
H 1.0420 -1.8442 -1.1047 0.10
H -1.4342 0.4249 -0.6828 0.06
H -1.8902 0.1014 0.7842 0.12
H -0.0422 2.0807 0.5737 0.03
```

Calculated values
SMILES: N[C@H](C=O)CO
ΔE to the lowest compared entry with this formula, charge and spin, kJ/mol: 345.7
HOMO-LUMO gap, eV: 10.13
E_LUMO, eV: 0.49
DFT total energy, Ha: -323.64929

=====

Entry 2:
C3H7NO2 in the gas phase. Source: the Open Molecules 2025 dataset; level of theory: the ωB97M-V functional and the def2-TZVPD basis.

```
13
Properties=species:S:1:pos:R:3:lowdin_charge:R:1
C 1.7329 0.6918 -1.6730 -0.12
C 0.5970 1.1074 -0.8220 -0.25
N -0.0557 -0.2164 -0.4776 0.03
C -0.5686 -0.4239 0.7888 -0.63
O -0.1120 -0.0186 1.8226 0.09
O -1.6842 -1.2058 0.7033 0.07
H 2.6813 0.7581 -0.9203 0.14
H 1.6792 -0.2540 -2.1107 0.04
H 1.7701 1.3177 -2.5212 0.05
H 0.9313 1.5179 0.1465 0.11
H -0.0835 1.8128 -1.3628 0.12
H -0.7047 -0.5469 -1.3758 0.22
H -2.0823 -1.5467 1.5174 0.12
```

Calculated values
SMILES: CCNC(=O)O
ΔE to the lowest compared entry with this formula, charge and spin, kJ/mol: 132.7
HOMO-LUMO gap, eV: 10.65
E_LUMO, eV: 0.74
DFT total energy, Ha: -323.73041

=====

Entry 3:
C3H7NO2 in the gas phase. Source: the Open Molecules 2025 dataset; level of theory: the ωB97M-V functional and the def2-TZVPD basis.

```
13
Properties=species:S:1:pos:R:3:lowdin_charge:R:1
C 0.6408 -1.3452 -0.3184 -0.06
C -0.4188 -0.3000 -0.0311 -0.36
N -1.0874 0.2748 -1.2524 0.02
C 0.1848 0.8771 0.7156 -0.53
O -0.1097 1.9807 0.2859 0.06
O 0.8905 0.6875 1.8816 0.05
H 0.0812 -2.2269 -0.5931 0.07
H 1.1997 -1.7408 0.5187 0.07
H 1.3837 -1.0666 -1.1076 0.10
H -1.1580 -0.7371 0.5929 0.14
H -0.3863 1.0453 -1.6072 0.12
H -1.9730 0.6963 -0.9033 0.08
H 0.7526 1.8547 1.8185 0.25
```

Calculated values
SMILES: C[C@H](N)C(=O)O
ΔE to the lowest compared entry with this formula, charge and spin, kJ/mol: 221.0
HOMO-LUMO gap, eV: 10.31
E_LUMO, eV: 0.64
DFT total energy, Ha: -323.69679

=====

Entry 4:
A molecular structure, C3H7NO2. Source: the Open Molecules 2025 dataset; level of theory: the ωB97M-V functional and the def2-TZVPD basis.

```
13
Properties=species:S:1:pos:R:3:lowdin_charge:R:1
C -2.1661 0.9012 0.6159 -0.13
C 0.4077 -0.5854 -0.9452 -0.05
C 1.5622 -0.6693 0.1696 -0.33
H -2.7049 0.9908 1.6546 0.09
H -2.5872 -0.1020 -0.0831 0.15
H -2.7821 1.8350 0.1669 0.09
H 0.4058 -1.3039 -1.8588 0.14
H 1.7355 0.4027 0.6147 0.13
H 1.4689 -1.4576 0.9445 0.12
H 3.3413 -0.0033 -0.4223 0.27
N -0.6590 0.1821 -0.7700 -0.08
O -0.7282 0.9106 0.3609 -0.22
O 2.7060 -1.1009 -0.4477 -0.18
```

Calculated values
ΔE to the lowest compared entry with this formula, charge and spin, kJ/mol: 699.4
HOMO-LUMO gap, eV: 9.40
E_LUMO, eV: 0.21
DFT total energy, Ha: -323.51459

=====

Entry 5:
2 unconnected molecules or ions with the total composition C3H7NO2. Source: the Open Molecules 2025 dataset; level of theory: the ωB97M-V functional and the def2-TZVPD basis.

```
13
Properties=species:S:1:pos:R:3:lowdin_charge:R:1
C 0.0617 -2.0855 -0.6748 -0.03
C 0.9373 -1.2297 -0.1263 -0.33
N 1.0909 0.1392 -0.2049 0.00
H 0.4795 -3.1110 -0.7219 0.06
H -0.6422 -1.6817 -1.4260 0.06
H 1.4148 -1.6361 0.8325 0.13
H 2.0621 0.4203 -0.2909 0.09
H 0.6847 0.7614 -0.9366 0.09
O -1.1055 1.7763 -0.6272 0.00
C -1.4316 2.0035 0.5404 -0.34
O -1.1971 1.0889 1.5001 0.05
H -2.0151 2.8620 0.9265 0.14
H -0.3396 0.6925 1.2092 0.08
```

Calculated values
SMILES: C=CN.O=CO
ΔE to the lowest compared entry with this formula, charge and spin, kJ/mol: 230.8
HOMO-LUMO gap, eV: 9.64
E_LUMO, eV: 0.94
DFT total energy, Ha: -323.69306

=====

Entry 6:
C3H7NO2 in the gas phase. Source: the Open Molecules 2025 dataset; level of theory: the ωB97M-V functional and the def2-TZVPD basis.

```
13
Properties=species:S:1:pos:R:3:lowdin_charge:R:1
C 1.4678 -0.0071 -1.0423 -0.01
C 0.4387 -0.1614 0.3715 -0.22
O 0.4305 0.2719 1.7574 -0.04
C -0.8703 0.0984 -0.3145 -0.53
N -1.9680 0.5079 0.3804 0.16
O -0.8990 0.0332 -1.5295 0.02
H 1.5965 -1.0501 -1.3755 0.07
H 2.4044 0.4253 -0.7399 0.04
H 1.1564 0.4961 -1.9890 0.07
H 0.6235 -1.2158 0.5575 0.13
H 0.2137 1.2023 1.9132 0.09
H -2.1366 0.2219 1.3303 0.10
H -2.7618 0.6506 -0.2291 0.11
```

Calculated values
SMILES: C[C@@H](O)C(N)=O
ΔE to the lowest compared entry with this formula, charge and spin, kJ/mol: 218.3
HOMO-LUMO gap, eV: 10.36
E_LUMO, eV: 0.67
DFT total energy, Ha: -323.69783

=====

Entry 7:
2 unconnected molecules or ions with the total composition C3H7NO2. Source: the Open Molecules 2025 dataset; level of theory: the ωB97M-V functional and the def2-TZVPD basis.

```
13
Properties=species:S:1:pos:R:3:lowdin_charge:R:1
C 2.0769 2.5611 -1.8868 -0.01
C 2.2985 1.4525 -1.1889 -0.29
O 1.3776 0.4799 -0.9450 -0.01
H 2.8623 3.2956 -1.9370 0.04
H 1.1623 2.6518 -2.4541 0.05
H 3.2608 1.0628 -0.8874 0.11
H 0.4829 0.7955 -1.1109 0.10
N -2.3389 -2.6452 2.1035 0.11
C -2.2959 -1.5104 1.3559 -0.43
O -1.7424 -1.4423 0.2830 0.01
H -1.8102 -3.4289 1.7530 0.10
H -2.5451 -2.6228 3.0869 0.09
H -2.7889 -0.6497 1.8278 0.12
```

Calculated values
SMILES: C=CO.NC=O
ΔE to the lowest compared entry with this formula, charge and spin, kJ/mol: 172.2
HOMO-LUMO gap, eV: 9.75
E_LUMO, eV: 0.92
DFT total energy, Ha: -323.71538

=====

Entry 8:
C3H7NO2 in the gas phase. Source: the Open Molecules 2025 dataset; level of theory: the ωB97M-V functional and the def2-TZVPD basis.

```
13
Properties=species:S:1:pos:R:3:lowdin_charge:R:1
C -0.8774 0.5324 -0.9461 -0.03
C -0.3193 0.0684 0.4268 -0.34
N 0.2127 1.1934 1.2428 0.05
C 0.7363 -0.9651 0.2030 -0.52
O 1.9244 -0.8209 0.3425 0.11
O 0.2084 -2.1524 -0.1687 0.10
H -0.5191 1.5523 -1.0999 0.07
H -1.9450 0.7399 -0.9085 0.08
H -0.5323 -0.0327 -1.8060 0.08
H -1.0770 -0.4281 1.0443 0.14
H 1.2210 1.0937 1.2630 0.06
H 0.0194 2.0093 0.6760 0.05
H 0.9480 -2.7902 -0.2690 0.14
```

Calculated values
SMILES: C[C@H](N)C(=O)O
ΔE to the lowest compared entry with this formula, charge and spin, kJ/mol: 72.8
HOMO-LUMO gap, eV: 10.59
E_LUMO, eV: 0.76
DFT total energy, Ha: -323.75323

=====

Entry 9:
C3H7NO2 in the gas phase. Source: the Open Molecules 2025 dataset; level of theory: the ωB97M-V functional and the def2-TZVPD basis.

```
13
Properties=species:S:1:pos:R:3:lowdin_charge:R:1
C 0.8313 -0.8165 -1.1602 -0.04
C 0.2022 0.3561 -0.4249 -0.36
O -0.9390 0.9445 -1.0282 -0.02
C -0.0956 -0.0659 1.0110 -0.51
N -0.8762 0.6798 1.8178 0.17
O 0.4090 -1.0799 1.4681 0.04
H 1.9170 -0.7866 -1.0438 0.09
H 0.5848 -0.7258 -2.2207 0.08
H 0.4959 -1.7942 -0.7599 0.09
H 0.9539 1.1438 -0.3074 0.15
H -1.2558 0.3324 -1.7049 0.09
H -1.2650 1.5913 1.6436 0.11
H -0.9625 0.2208 2.7095 0.11
```

Calculated values
SMILES: C[C@@H](O)C(N)=O
ΔE to the lowest compared entry with this formula, charge and spin, kJ/mol: 73.4
HOMO-LUMO gap, eV: 10.40
E_LUMO, eV: 0.82
DFT total energy, Ha: -323.75299